The following is a DFT calculation (wB97M-V/def2-TZVPD) of 4 unconnected molecules or ions with the total composition C20H32B3FNO10 in a non-equilibrium geometry.

```
67
C20H32B3FNO10, DFT wB97M-V/def2-TZVPD
C 2.249 1.399 1.290
C 2.721 1.920 -0.218
C 4.146 2.790 -0.238
C 4.720 3.336 -1.695
C 3.892 2.992 -3.081
C 2.461 2.139 -3.018
C 1.828 1.588 -1.572
C 0.397 0.760 -1.568
B -0.839 1.582 -0.817
F -0.861 1.352 0.652
O -2.178 1.287 -1.383
B -2.901 0.271 -0.595
O -3.732 0.510 0.603
O -2.832 -1.141 -1.085
B -0.615 3.234 -1.048
N -0.666 4.233 0.096
O -0.397 3.821 -2.418
H 1.751 2.315 1.824
H 1.507 0.493 1.112
H 3.160 0.955 1.919
H 4.706 3.014 0.770
H 5.722 3.957 -1.658
H 4.327 3.375 -4.122
H 1.904 1.929 -4.052
H 0.555 -0.334 -1.138
H 0.126 0.597 -2.719
H -3.873 1.485 0.785
H -3.463 -1.128 -1.889
H -1.259 3.869 0.900
H -1.214 5.077 -0.245
H -0.732 4.785 -2.360
O 4.875 0.802 2.518
C 4.950 -0.323 2.985
O 4.355 -1.424 2.439
C 4.560 -2.542 3.301
C 5.770 -2.191 4.127
C 5.662 -0.692 4.251
H 3.663 -2.679 3.915
H 4.721 -3.444 2.703
H 5.798 -2.709 5.090
H 6.682 -2.450 3.577
H 5.047 -0.398 5.105
H 6.647 -0.222 4.302
O 2.739 -4.459 0.851
C 1.854 -4.287 0.030
O 0.552 -4.019 0.346
C -0.223 -3.987 -0.851
C 0.763 -3.710 -1.956
C 2.016 -4.382 -1.456
H -0.721 -4.955 -0.971
H -0.983 -3.204 -0.777
H 0.430 -4.074 -2.931
H 0.933 -2.629 -2.038
H 2.055 -5.436 -1.745
H 2.914 -3.856 -1.789
O -9.816 0.979 -2.120
C -8.924 0.618 -1.371
O -7.962 -0.293 -1.702
C -7.154 -0.558 -0.557
C -7.330 0.638 0.340
C -8.747 1.063 0.049
H -7.504 -1.484 -0.089
H -6.111 -0.688 -0.863
H -7.148 0.416 1.395
H -6.639 1.434 0.038
H -9.468 0.537 0.681
H -8.868 2.145 0.141
```

Output
- molar mass (g/mol) = 497.9
- LUMO (eV) = 2.383
- multiplicity = 1
- Kohn-Sham gap (eV) = 6.818
- total energy (hartree) = -1762.9028
- largest force on an atom (hartree/bohr) = 0.0993
- net charge = -1
- HOMO level (eV) = -4.4

The following is a DFT calculation (wB97M-V/def2-TZVPD) of a molecular structure, C20H32BF16N2O20S4Zr2 in a non-equilibrium geometry.

```
97
C20H32BF16N2O20S4Zr2, DFT wB97M-V/def2-TZVPD
Zr 2.109 -0.118 -1.437
Zr 2.828 -0.031 2.362
N 3.000 2.028 1.962
S 2.558 3.008 0.529
O 2.309 2.041 -0.501
O 3.187 4.223 0.110
F 1.121 3.394 1.049
S 3.632 3.308 2.720
O 2.621 4.286 2.997
O 4.983 3.686 2.457
F 3.794 2.503 4.096
N 1.860 0.005 4.196
S 0.573 1.119 4.834
O 0.978 1.966 5.908
O -0.765 0.663 4.629
F 0.765 2.009 3.528
S 1.625 -0.884 5.533
O 0.431 -1.672 5.560
O 2.324 -0.390 6.676
F 2.663 -1.991 4.952
B 2.112 -2.371 -1.460
H 2.962 -1.921 -2.016
H 1.208 -1.914 -1.918
H 2.129 -3.510 -1.478
H 2.059 -1.916 -0.445
O 3.967 0.361 -2.379
C 5.206 0.080 -1.745
C 5.067 -0.312 -0.231
O 3.736 -0.389 0.326
H 5.789 1.003 -1.770
H 5.810 -0.647 -2.291
H 5.619 0.387 0.411
H 5.570 -1.235 0.073
O 0.032 0.343 -1.581
C -0.931 0.276 -0.530
C -0.284 0.348 0.942
O 1.092 -0.017 0.968
H -1.419 -0.678 -0.753
H -1.669 1.056 -0.707
H -0.943 -0.186 1.640
H -0.405 1.312 1.446
C 4.494 -1.585 -5.188
C 3.482 -0.557 -5.694
O 2.154 -1.101 -5.844
C 1.335 -0.979 -4.821
O 1.625 -0.460 -3.776
C -0.043 -1.658 -5.038
F -0.927 -0.727 -5.392
F 0.046 -2.609 -5.960
F -0.426 -2.298 -3.917
H 5.476 -1.112 -5.276
H 4.602 -2.441 -5.852
H 4.350 -1.844 -4.141
H 3.751 -0.270 -6.709
H 3.470 0.360 -5.108
C -4.785 -1.404 -2.076
C -5.219 -2.392 -1.009
O -5.825 -1.661 0.039
C -6.442 -2.358 1.021
O -6.570 -3.540 0.989
C -6.793 -1.462 2.219
F -6.937 -2.302 3.266
F -5.823 -0.621 2.542
F -7.937 -0.811 2.013
H -5.563 -0.733 -2.434
H -4.563 -1.998 -2.969
H -3.829 -0.959 -1.805
H -4.346 -2.906 -0.600
H -5.877 -3.118 -1.489
C -5.135 7.032 1.059
C -4.135 6.960 -0.059
O -3.576 5.646 -0.174
C -3.420 5.048 -1.330
O -3.572 5.494 -2.431
C -2.902 3.617 -1.142
F -1.590 3.658 -1.529
F -3.057 3.142 0.088
F -3.490 2.775 -1.984
H -4.799 6.593 1.999
H -6.020 6.458 0.781
H -5.342 8.084 1.249
H -3.307 7.651 0.109
H -4.602 7.248 -1.001
C -1.367 -4.295 2.136
C -0.225 -3.323 1.900
O 1.035 -4.066 1.871
C 2.177 -3.487 2.023
O 2.359 -2.321 2.320
C 3.390 -4.435 2.027
F 3.855 -4.556 3.273
F 3.073 -5.661 1.632
F 4.314 -3.959 1.214
H -1.634 -5.080 1.427
H -2.298 -3.723 2.145
H -1.154 -4.781 3.090
H -0.248 -2.568 2.684
H -0.511 -2.824 0.971
```

Output
- molar mass (g/mol) = 1246.0
- LUMO (eV) = -5.829
- multiplicity = 1
- Kohn-Sham gap (eV) = 6.584
- total energy (hartree) = -5704.9411
- largest force on an atom (hartree/bohr) = 0.1491
- energy above the lowest of the compared OMol25 structures with the same formula, charge and spin (kJ/mol) = 19.4
- net charge = +1
- HOMO level (eV) = -12.4

The following is a DFT calculation (wB97M-V/def2-TZVPD) of C20H32BrNO4 in the gas phase.

```
58
C20H32BrNO4, DFT wB97M-V/def2-TZVPD
C -0.041 -2.068 -0.785
C -0.861 -1.529 0.405
C 0.132 -1.134 1.517
C -1.732 -2.650 0.997
C -2.945 -2.996 0.141
O -3.787 -3.931 0.786
C -3.756 -1.728 -0.074
C -2.946 -0.581 -0.698
C -2.722 -0.853 -2.199
C -3.828 0.675 -0.581
N -1.709 -0.377 0.069
C -0.998 0.859 -0.211
C -1.285 1.931 0.889
O -1.879 1.335 2.014
C -0.023 2.676 1.366
O 0.320 3.800 0.580
C 1.021 3.550 -0.609
C 2.459 3.056 -0.385
O 2.468 1.639 -0.376
C 3.659 0.997 -0.233
C 3.619 -0.396 -0.332
C 4.766 -1.146 -0.192
C 5.971 -0.505 0.046
Br 7.562 -1.534 0.239
C 6.032 0.872 0.143
C 4.878 1.625 0.004
H -0.649 -2.652 -1.468
H 0.757 -2.709 -0.417
H 0.403 -1.249 -1.345
H 0.546 -2.035 1.962
H -0.364 -0.562 2.297
H 0.962 -0.546 1.136
H -1.109 -3.538 1.139
H -2.100 -2.335 1.976
H -2.625 -3.417 -0.825
H -3.268 -4.705 1.029
H -4.134 -1.418 0.902
H -4.614 -1.953 -0.707
H -3.657 -0.712 -2.736
H -2.382 -1.866 -2.384
H -1.987 -0.167 -2.614
H -3.917 0.994 0.453
H -4.824 0.445 -0.951
H -3.439 1.501 -1.169
H 0.075 0.674 -0.246
H -1.282 1.267 -1.185
H -1.972 2.695 0.489
H -2.169 0.453 1.706
H -0.250 3.082 2.355
H 0.819 1.981 1.458
H 0.497 2.833 -1.252
H 1.057 4.518 -1.114
H 2.823 3.452 0.571
H 3.101 3.420 -1.196
H 2.674 -0.877 -0.525
H 4.727 -2.222 -0.270
H 6.975 1.363 0.327
H 4.948 2.698 0.084
```

Output
- molar mass (g/mol) = 430.4
- LUMO (eV) = 0.586
- multiplicity = 1
- Kohn-Sham gap (eV) = 9.260
- total energy (hartree) = -3710.9965
- SMILES = CC1(C)CC(O)CC(C)(C)N1C[C@@H](O)COCCOc1ccc(Br)cc1
- largest force on an atom (hartree/bohr) = 0.0112
- energy above the lowest of the compared OMol25 structures with the same formula, charge and spin (kJ/mol) = 0.0
- HOMO level (eV) = -8.7

The following is a DFT calculation (wB97M-V/def2-TZVPD) of a molecular structure, C20H32KN2O9S5.

```
69
C20H32KN2O9S5, DFT wB97M-V/def2-TZVPD
K 0.100 -0.739 0.121
C -4.315 -1.571 0.427
N -3.698 -1.780 -0.873
C -4.383 -1.150 -1.992
C -2.405 -2.186 -0.919
O -1.818 -2.646 0.049
C -1.710 -2.024 -2.273
O -0.329 -2.293 -2.133
C 0.457 -1.411 -2.910
C 1.851 -1.299 -2.294
O 2.166 -1.948 -1.306
N 2.697 -0.423 -2.895
C 3.868 -0.001 -2.142
C 2.252 0.527 -3.902
H -5.319 -2.002 0.432
H -4.376 -0.500 0.636
H -3.709 -2.051 1.189
H -5.449 -1.367 -1.895
H -4.050 -1.568 -2.939
H -4.235 -0.070 -2.001
H -1.872 -0.990 -2.593
H -2.183 -2.696 -3.000
H 0.022 -0.403 -2.892
H 0.522 -1.744 -3.952
H 4.204 -0.817 -1.509
H 3.625 0.868 -1.523
H 4.661 0.269 -2.841
H 1.497 0.089 -4.550
H 3.107 0.791 -4.526
H 1.846 1.426 -3.433
C 0.466 -2.557 4.286
C 0.850 -3.773 3.438
S 1.447 -3.475 1.761
C 3.168 -3.012 2.032
C 3.432 -1.753 2.853
S 2.652 -0.257 2.184
C 1.644 0.372 3.562
C 0.121 0.200 3.537
S -0.646 -1.438 3.404
H 1.341 -1.993 4.596
H -0.028 -2.906 5.196
H -0.037 -4.391 3.284
H 1.577 -4.392 3.973
H 3.542 -2.873 1.014
H 3.710 -3.855 2.469
H 4.510 -1.576 2.862
H 3.131 -1.882 3.891
H 1.806 1.451 3.533
H 2.079 0.009 4.495
H -0.286 0.722 2.670
H -0.253 0.720 4.423
O -2.063 1.178 -2.004
S -2.380 1.739 -0.695
O -3.799 2.008 -0.510
O -1.825 0.967 0.417
C -1.606 3.372 -0.656
C -2.515 4.427 -0.748
C -2.094 5.745 -0.747
C -0.744 6.034 -0.652
C 0.171 5.001 -0.566
C -0.237 3.667 -0.567
S 1.125 2.498 -0.401
O 1.143 2.124 1.009
O 2.297 3.246 -0.826
O 0.835 1.377 -1.295
H -3.563 4.178 -0.810
H -2.822 6.545 -0.818
H -0.403 7.063 -0.648
H 1.231 5.200 -0.506
```

Output
- molar mass (g/mol) = 643.9
- LUMO (eV) = 2.145
- multiplicity = 1
- Kohn-Sham gap (eV) = 7.991
- total energy (hartree) = -4159.0497
- largest force on an atom (hartree/bohr) = 0.0102
- energy above the lowest of the compared OMol25 structures with the same formula, charge and spin (kJ/mol) = 0.0
- net charge = -1
- HOMO level (eV) = -5.8

The following is a DFT calculation (wB97M-V/def2-TZVPD) of a molecular structure, C20H32N in a non-equilibrium geometry.

```
53
C20H32N, DFT wB97M-V/def2-TZVPD
C 1.259 1.181 5.374
H 2.277 0.957 5.057
H 1.208 1.265 6.312
H 1.111 2.303 4.973
C 0.170 0.492 4.743
C 0.354 0.308 3.339
C -0.761 0.625 2.598
C -0.458 0.893 1.075
C 0.733 0.485 0.485
C 1.678 -0.001 1.223
C 1.810 -0.123 2.656
H 2.602 -0.301 3.282
H 2.519 -0.168 0.811
C 0.780 0.409 -1.097
C 0.910 2.084 -1.435
H 0.744 2.041 -2.397
H 0.017 2.588 -0.892
H 1.826 2.198 -1.066
C 1.966 -0.289 -1.840
H 2.150 0.020 -2.629
C 1.533 -1.673 -1.896
C 0.477 -2.055 -2.863
H 0.952 -1.989 -3.983
H -0.078 -3.027 -2.765
C -0.421 -0.569 -3.004
C -0.359 0.268 -4.132
H 0.509 0.598 -4.028
H -0.778 1.174 -3.989
H -0.624 -0.244 -4.922
C -0.707 -0.222 -1.517
C -1.676 0.806 -1.200
C -1.682 1.421 0.312
H -1.644 2.349 0.279
H -2.714 1.066 0.877
H -1.847 1.669 -1.793
H -2.579 0.166 -1.311
H -0.727 -0.874 -0.903
C -2.052 -1.684 -3.213
H -1.820 -2.164 -4.058
H -2.249 -2.080 -2.276
N -3.179 -0.589 -3.729
H -3.169 -0.016 -2.754
H -2.716 0.061 -4.397
H -4.052 -0.900 -3.860
H 2.475 -2.266 -2.180
H 1.087 -2.185 -1.123
H 2.631 -0.248 -1.147
H -1.721 1.033 2.830
C 0.606 -1.052 5.242
H -0.127 -1.860 4.957
H 1.560 -1.445 5.065
H 0.381 -1.103 6.336
H -0.668 0.680 4.810
```

Output
- molar mass (g/mol) = 286.5
- LUMO (eV) = -2.960
- multiplicity = 1
- Kohn-Sham gap (eV) = 7.361
- total energy (hartree) = -835.1493
- largest force on an atom (hartree/bohr) = 0.3654
- net charge = +1
- HOMO level (eV) = -10.3

The following is a DFT calculation (wB97M-V/def2-TZVPD) of a molecular structure, C20H33BBrNO19S in a non-equilibrium geometry.

```
76
C20H33BBrNO19S, DFT wB97M-V/def2-TZVPD
C 8.384 -3.072 5.109
C 7.555 -2.816 3.682
Br 8.517 -3.655 2.105
C 7.391 -1.185 3.528
O 6.432 -0.759 2.494
S 4.827 -1.184 2.886
O 4.536 -2.444 1.981
O 4.648 -1.687 4.505
B 3.617 -2.780 4.423
O 4.009 -4.185 4.726
N 2.211 -2.413 3.984
C 1.506 -3.537 3.259
C 1.381 -1.815 5.098
H 7.558 -3.214 5.944
H 9.065 -2.124 5.333
H 9.000 -4.060 4.987
H 6.523 -3.383 3.782
H 8.459 -0.778 3.184
H 7.200 -0.702 4.590
H 4.382 -4.547 3.854
H 2.247 -4.353 2.802
H 0.863 -3.155 2.329
H 0.748 -4.152 3.925
H 1.987 -1.948 6.112
H 1.162 -0.662 4.885
H 0.343 -2.352 5.169
C -3.115 -1.713 0.367
C -1.716 -1.777 -0.154
O -0.989 -2.322 0.931
C -1.881 -3.016 1.697
O -1.570 -3.752 2.619
O -3.164 -2.779 1.298
H -3.860 -1.853 -0.421
H -3.323 -0.776 0.893
H -1.621 -2.446 -1.016
H -1.328 -0.791 -0.425
C 2.675 0.593 -0.225
C 2.411 1.735 0.702
O 1.133 2.191 0.302
C 0.511 1.141 -0.311
O -0.666 1.129 -0.629
O 1.379 0.108 -0.520
H 3.285 -0.187 0.238
H 3.154 0.913 -1.157
H 2.363 1.420 1.750
H 3.155 2.531 0.605
C -1.825 1.872 -3.981
C -2.089 3.013 -3.054
O -3.367 3.469 -3.454
C -3.989 2.420 -4.067
O -5.166 2.407 -4.385
O -3.121 1.387 -4.277
H -1.215 1.091 -3.518
H -1.346 2.191 -4.913
H -2.137 2.698 -2.006
H -1.345 3.809 -3.152
C -5.146 6.556 -2.232
C -4.120 5.783 -1.468
O -3.308 6.793 -0.901
C -4.070 7.924 -0.832
O -3.743 8.940 -0.241
O -5.245 7.769 -1.508
H -6.112 6.045 -2.266
H -4.825 6.780 -3.254
H -4.561 5.188 -0.661
H -3.530 5.126 -2.112
C -5.281 -1.432 -6.853
C -5.815 -0.871 -5.575
O -5.215 -1.685 -4.586
C -4.080 -2.207 -5.136
O -3.229 -2.818 -4.511
O -4.021 -1.954 -6.476
H -5.169 -0.670 -7.628
H -5.899 -2.248 -7.242
H -5.508 0.167 -5.413
H -6.906 -0.932 -5.518
```

Output
- molar mass (g/mol) = 714.3
- LUMO (eV) = -0.010
- multiplicity = 1
- Kohn-Sham gap (eV) = 9.099
- total energy (hartree) = -5263.2373
- largest force on an atom (hartree/bohr) = 0.1035
- HOMO level (eV) = -9.1

The following is a DFT calculation (wB97M-V/def2-TZVPD) of a molecular structure, C20H33Cl2N4O3SSc in a non-equilibrium geometry.

```
64
C20H33Cl2N4O3SSc, DFT wB97M-V/def2-TZVPD
O -1.000 2.676 -1.396
C -0.305 1.850 -1.994
C -0.684 0.914 -3.095
C -1.493 -0.211 -2.928
H -1.439 -0.764 -1.995
C -2.314 -0.608 -4.001
H -3.039 -1.422 -3.864
C -2.279 0.127 -5.201
H -2.981 -0.126 -6.014
C -1.363 1.181 -5.401
H -1.329 1.768 -6.325
C -0.541 1.557 -4.347
H 0.192 2.372 -4.464
H 0.833 2.005 -2.295
C 2.655 1.074 -1.066
C 1.658 -0.027 -0.832
H 3.087 1.218 -2.096
H 3.600 0.744 -0.518
H 2.433 2.049 -0.644
C 1.581 -0.996 -1.816
C 2.803 -1.595 -2.385
H 0.702 -1.517 -2.255
H 2.818 -1.484 -3.445
H 2.790 -2.648 -2.218
H 3.699 -1.250 -1.922
Sc 1.292 -0.746 0.884
Cl -0.538 -2.146 -0.052
Cl 3.437 -1.934 0.894
H -4.745 1.198 -0.037
H -4.280 -0.533 1.685
C -3.776 0.985 -0.446
C -3.303 -0.710 1.278
N -2.893 0.443 0.547
H -3.364 1.894 -0.873
C -1.775 1.105 0.866
O -0.719 0.595 1.243
H -2.616 -0.939 2.077
H -1.860 2.194 0.827
H -3.917 0.284 -1.250
H -3.348 -1.547 0.606
H 3.266 3.006 4.093
H 1.423 4.908 3.618
C 3.324 2.926 2.990
C 1.574 4.658 2.550
N 2.015 3.269 2.404
H 3.603 1.919 2.680
C 1.343 2.376 1.662
O 1.764 1.178 1.584
H 0.637 4.747 2.001
H 0.420 2.767 1.142
H 4.064 3.681 2.649
H 2.348 5.342 2.151
S 0.557 -1.116 3.346
C 0.157 -2.750 3.105
N -0.926 -3.311 3.689
C -1.143 -4.688 3.252
C 0.010 -4.923 2.273
N 0.780 -3.687 2.354
H -1.548 -2.806 4.262
H -2.120 -4.806 2.773
H -1.066 -5.354 4.123
H -0.341 -5.067 1.242
H 0.612 -5.780 2.580
H 1.567 -3.522 1.743
```

Output
- molar mass (g/mol) = 525.4
- LUMO (eV) = 0.457
- multiplicity = 1
- Kohn-Sham gap (eV) = 7.091
- total energy (hartree) = -3305.9706
- largest force on an atom (hartree/bohr) = 0.1352
- energy above the lowest of the compared OMol25 structures with the same formula, charge and spin (kJ/mol) = 62.7
- HOMO level (eV) = -6.6